Formula: C3H13N2O
Source: the OMol25 dataset
Level of theory: wB97M-V/def2-TZVPD

```
! wB97M-V def2-TZVPD RIJCOSX def2/J DEFGRID3
* xyz 1 1
H 0.4660 -1.6738 -1.4132
N 0.0590 -0.7470 -1.3935
O 2.1545 -2.1388 -0.0975
H 2.1279 -3.1531 -0.1598
H 0.4965 2.0818 1.4040
H 0.6641 -0.1495 1.1113
N -0.5532 1.9883 -0.4088
H -1.3437 2.6820 -0.5973
H 2.3928 -1.9028 0.8612
H 0.1605 2.5009 -0.8000
H -1.7679 0.2271 -0.4830
H -1.1360 1.7658 1.7626
C -0.4074 1.5845 1.0209
C -1.1161 -0.5954 -0.2543
H -1.4641 -1.5400 0.0025
H 0.9248 -0.1825 -1.1853
C -0.3839 0.0418 1.0047
H -0.3264 -0.5564 -2.3280
H -0.9474 -0.2328 1.9537
*
```

Properties
Lowest unoccupied orbital energy = -3.118 eV
Orbital gap = 10.52 eV
ΔE to the lowest compared entry with this formula, charge and spin = 48.2 kcal/mol

Atom charges from the Löwdin analysis, given in e for atoms 1 to 4:
1 H 0.107
2 N 0.178
3 O -0.112
4 H 0.102